Arrangement P

{"formula": "C4H6NOS", "method": "ωB97M-V with the def2-TZVPD basis set", "symbols": ["C", "H", "H", "H", "C", "H", "N", "H", "O", "H", "C", "S", "C"], "coordinates": [[-1.04, 0.85, -0.89], [0.99, -1.12, 2.18], [2.44, -0.58, -0.11], [-2.27, 1.00, 0.63], [1.42, -0.24, -0.38], [0.15, -2.23, 1.32], [0.38, -0.41, 0.29], [-0.94, -0.82, 1.68], [-2.11, 0.54, -0.35], [-0.48, 2.05, -2.48], [0.12, -1.21, 1.45], [1.54, 0.88, -1.62], [-0.21, 1.29, -1.73]], "mulliken_charge": [0.7664, 0.3238, 0.3548, 0.4783, 0.1297, 0.3631, -0.3316, 0.1514, -0.3931, 0.3709, -0.6731, 0.0114, -0.5521], "multiplicity": 1, "total_charge": 1, "homo_ev": -13.93, "e_lumo_ev": -4.66}

=====

Arrangement Q

{"formula": "C4H6NOS", "method": "ωB97M-V with the def2-TZVPD basis set", "symbols": ["C", "H", "H", "O", "N", "S", "C", "H", "C", "C", "H", "H", "H"], "coordinates": [[2.37, -0.88, 0.20], [-0.91, 1.59, -1.53], [-2.40, 0.62, -1.29], [-0.47, 0.40, 2.06], [-0.61, 0.06, -0.18], [1.30, -1.46, 1.22], [-0.65, 0.96, 0.92], [-0.54, 1.07, 2.76], [-1.31, 0.58, -1.41], [0.31, -0.95, -0.14], [-1.13, -0.07, -2.24], [3.38, -0.52, 0.66], [0.66, -1.40, -1.01]], "mulliken_charge": [-0.2975, 0.3374, 0.3061, -0.2607, 0.2957, 0.1584, -0.4365, 0.4670, -0.7219, -0.0226, 0.3360, 0.3197, 0.5189], "multiplicity": 1, "total_charge": 1, "homo_ev": -13.65, "e_lumo_ev": -5.42}

=====

What should be chosen as the most stable of them? Choose arrangement P.

=====

Arrangement P

{"formula": "C6H9NO2S", "method": "ωB97M-V with the def2-TZVPD basis set", "symbols": ["C", "O", "H", "C", "H", "H", "H", "H", "H", "C", "N", "C", "H", "O", "C", "S", "H", "H", "C"], "coordinates": [[0.95, -0.92, -0.88], [-0.88, 2.47, 1.62], [1.74, -0.52, -2.75], [1.54, -0.16, -1.74], [1.10, -3.00, -0.72], [0.19, -2.23, 0.59], [1.84, 0.86, -1.55], [-1.50, 0.45, -1.12], [-2.06, 0.06, 0.53], [0.32, -0.55, 1.94], [-0.06, -1.62, 2.23], [0.95, 0.51, 1.40], [-0.56, -2.36, -1.01], [0.51, 2.30, -0.44], [0.40, -2.18, -0.52], [-0.13, 1.47, 0.54], [-0.25, 2.94, 2.18], [-2.39, 1.67, -0.17], [-1.71, 0.83, -0.13]], "mulliken_charge": [0.1712, -0.5304, 0.2804, -0.5476, 0.3384, 0.2751, 0.3159, 0.3315, 0.3699, 0.8399, -0.7430, -0.8052, 0.2531, -0.5853, -0.7405, 1.0576, 0.3698, 0.4187, -1.0696], "multiplicity": 1, "total_charge": 0, "homo_ev": [-8.59, -8.58], "e_lumo_ev": [-0.85, -0.86]}

=====

Arrangement Q

{"formula": "C6H9NO2S", "method": "ωB97M-V with the def2-TZVPD basis set", "symbols": ["H", "H", "H", "H", "C", "C", "O", "H", "N", "H", "C", "C", "H", "H", "C", "C", "H", "S", "O"], "coordinates": [[2.68, 0.92, 1.06], [-1.34, 3.21, -1.44], [1.39, -1.49, 1.12], [2.72, 0.05, -0.61], [-1.08, 0.27, -0.40], [-0.91, 1.61, -0.40], [-1.76, 2.54, -0.87], [-0.66, -1.67, 0.24], [-2.38, -0.22, -0.86], [-3.06, 0.37, -0.56], [-0.14, -0.89, -0.20], [2.00, 0.39, 0.21], [-2.47, -1.15, -0.35], [0.27, -0.96, -1.15], [1.01, -0.49, 0.81], [1.34, 1.59, -0.46], [0.44, -0.08, 1.78], [1.98, 2.31, -1.76], [0.26, 2.10, 0.16]], "mulliken_charge": [0.2291, 0.3615, 0.3518, 0.3089, 0.4507, 0.2163, -0.5460, 0.5763, -0.6188, 0.2634, -1.0430, -0.4368, 0.2646, 0.2708, -0.5989, 0.3255, 0.2261, -0.2877, -0.3140], "multiplicity": 1, "total_charge": 0, "homo_ev": -7.86, "e_lumo_ev": 0.00}

=====

What should be chosen as the most stable of them? Choose arrangement Q.